A cluster of 2 separate species, C15H23N2O5S in total, computed with ωB97M-V/def2-TZVPD.

Output
HOMO energy: -10.99 eV
energy relative to the best compared isomer or geometry (same formula, charge and spin): 33.2 kcal/mol
electronic energy: -39968.3466 eV
HOMO-LUMO gap: 7.79 eV
total charge: +1

Each atom is followed by the atoms it is bonded to, with distances in Å.
Atoms and positions in Å:
1 O -2.14 0.68 1.63  N2 1.170
2 N -2.20 -0.24 0.91  O1 1.170, O3 1.395
3 O -1.30 -0.10 -0.15  N2 1.395, C4 1.447
4 C -0.75 -1.41 -0.39  O3 1.447, C5 1.566, H20 1.122, H21 1.130
5 C 0.41 -1.43 -1.45  C4 1.566, C6 1.595, N10 1.495, H22 1.129
6 C -0.24 -1.64 -2.89  C5 1.595, O7 1.433, H23 1.125, H24 1.116
7 O -1.05 -0.49 -3.13  C6 1.433, C8 1.437
8 C -0.13 0.59 -3.37  O7 1.437, C9 1.576, H25 1.125, H26 1.126
9 C 0.78 0.97 -2.14  C8 1.576, N10 1.525, H27 1.126, H28 1.121
10 N 1.33 -0.24 -1.40  C5 1.495, C9 1.525, C11 1.497, H29 1.035
11 C 1.83 0.13 -0.04  N10 1.497, C12 1.598, H30 1.129, H31 1.116
12 C 2.94 -0.87 0.52  C11 1.598, O13 1.202, C14 1.550
13 O 4.09 -0.55 0.51  C12 1.202
14 C 2.44 -2.23 1.09  C12 1.550, C15 1.461, C19 1.465
15 C 2.83 -3.46 0.41  C14 1.461, C16 1.460, H32 1.116
16 C 2.34 -4.75 0.91  C15 1.460, C17 1.460, H33 1.113
17 C 1.47 -4.73 2.08  C16 1.460, C18 1.473, H34 1.119
18 C 1.11 -3.49 2.78  C17 1.473, C19 1.472, H35 1.112
19 C 1.59 -2.18 2.28  C14 1.465, C18 1.472, H36 1.112
20 H -0.49 -1.89 0.59  C4 1.122
21 H -1.58 -2.05 -0.82  C4 1.130
22 H 1.01 -2.36 -1.26  C5 1.129
23 H 0.58 -1.77 -3.65  C6 1.125
24 H -0.83 -2.59 -2.84  C6 1.116
25 H 0.49 0.30 -4.26  C8 1.125
26 H -0.76 1.49 -3.61  C8 1.126
27 H 1.62 1.63 -2.49  C9 1.126
28 H 0.17 1.53 -1.37  C9 1.121
29 H 2.17 -0.51 -1.94  N10 1.035
30 H 2.38 1.11 -0.17  C11 1.129
31 H 1.03 0.33 0.71  C11 1.116
32 H 3.50 -3.36 -0.47  C15 1.116
33 H 2.65 -5.68 0.38  C16 1.113
34 H 1.08 -5.72 2.44  C17 1.119
35 H 0.46 -3.57 3.68  C18 1.112
36 H 1.29 -1.24 2.79  C19 1.112
37 C -2.53 4.43 2.55  S38 1.802, H41 1.090, H42 1.091, H43 1.091
38 S -2.47 4.37 0.75  C37 1.802, O39 1.491, C40 1.802
39 O -1.24 5.09 0.32  S38 1.491
40 C -3.86 5.49 0.49  S38 1.802, H44 1.091, H45 1.091, H46 1.090
41 H -1.71 3.82 2.94  C37 1.090
42 H -2.42 5.46 2.90  C37 1.091
43 H -3.48 4.02 2.90  C37 1.091
44 H -3.66 6.45 0.96  C40 1.091
45 H -4.77 5.05 0.90  C40 1.091
46 H -3.99 5.63 -0.59  C40 1.090